1.
{"formula": "C25H20BrN3O6", "method": "ωB97M-V with the def2-TZVPD basis set", "homo_energy_ev": -8.917, "smiles": "O=C(N[C@@H](Cc1ccccc1)C(=O)O)/C(=C/c1ccc([N+](=O)[O-])cc1)NC(=O)c1ccccc1Br", "lumo_energy_ha": -0.0377, "homo_lumo_gap_ev": 7.9, "charge": 0, "energy_ha": -4154.369844, "elements": ["O", "C", "N", "H", "C", "C", "O", "O", "H", "H", "C", "C", "C", "C", "C", "C", "C", "H", "H", "H", "H", "H", "H", "H", "C", "C", "C", "C", "C", "C", "C", "C", "H", "H", "N", "O", "O", "H", "H", "H", "N", "C", "O", "C", "C", "C", "C", "C", "C", "H", "H", "H", "H", "Br", "H"], "xyz": [[-0.76511, 2.31240, 2.24495], [0.05760, 1.55607, 1.76174], [0.85007, 0.74934, 2.47526], [1.47264, 0.10054, 1.99718], [0.65954, 0.57621, 3.89164], [1.83964, 1.09282, 4.70190], [1.94294, 0.97506, 5.89207], [2.76036, 1.68841, 3.94368], [3.49404, 2.01139, 4.49114], [-0.21260, 1.18255, 4.17077], [0.41555, -0.90823, 4.23003], [-0.57691, -1.53126, 3.28600], [-1.83784, -0.97579, 3.10278], [-2.73146, -1.53978, 2.20989], [-2.38080, -2.67180, 1.49352], [-1.12980, -3.23572, 1.67418], [-0.23332, -2.66519, 2.56051], [0.74531, -3.10403, 2.68710], [-0.85035, -4.12030, 1.11963], [-3.08049, -3.11619, 0.80047], [-3.70663, -1.09486, 2.07578], [-2.12562, -0.09521, 3.65717], [1.36272, -1.44723, 4.16301], [0.06376, -0.96986, 5.26169], [0.23416, 1.52717, 0.25972], [0.20611, 2.71034, -0.38028], [0.27618, 2.95132, -1.80913], [-0.35850, 4.08871, -2.32721], [-0.34430, 4.35542, -3.67761], [0.32806, 3.49013, -4.53580], [1.00094, 2.37829, -4.04184], [0.97311, 2.11278, -2.68931], [1.54016, 1.27832, -2.30667], [1.54034, 1.74246, -4.72727], [0.33959, 3.75574, -5.94892], [0.88694, 2.94619, -6.66892], [-0.20290, 4.76918, -6.33658], [-0.84176, 5.22103, -4.08748], [-0.87780, 4.75173, -1.65251], [0.07706, 3.58440, 0.24220], [0.16244, 0.31641, -0.44201], [0.72251, -0.89978, -0.18676], [1.54542, -1.10966, 0.68271], [0.23472, -1.97196, -1.09740], [1.07220, -3.00439, -1.51712], [0.58696, -4.03681, -2.30558], [-0.74706, -4.05769, -2.66750], [-1.59619, -3.04487, -2.24924], [-1.10758, -2.01141, -1.47338], [-1.78009, -1.24380, -1.11918], [-2.63933, -3.06309, -2.52386], [-1.12294, -4.86759, -3.27328], [1.25645, -4.81986, -2.62619], [2.91617, -3.01751, -1.07335], [-0.31433, 0.39945, -1.33237]], "mulliken_charge": [-0.700, 0.229, 0.098, 0.292, 0.075, 0.075, -0.584, -0.435, 0.375, 0.499, -1.259, 0.746, -0.222, -0.756, -0.509, -0.468, -0.486, 0.286, 0.424, 0.458, 0.415, 0.333, 0.501, 0.385, 0.267, -0.887, 0.508, -0.738, -0.470, -0.026, -0.527, -0.399, 0.587, 0.493, 0.995, -0.612, -0.611, 0.485, 0.441, 0.506, 0.139, 0.187, -0.848, 0.742, 0.330, -0.535, -0.520, -0.854, -0.473, 0.438, 0.429, 0.425, 0.440, -0.125, 0.440]}

2.
{"formula": "C25H20F3N3O9Sc", "method": "ωB97M-V with the def2-TZVPD basis set", "homo_energy_ev": -5.211, "lumo_energy_ha": 0.0667, "homo_lumo_gap_ev": 7.0, "charge": -1, "energy_ha": -2866.747521, "elements": ["Sc", "O", "C", "C", "C", "C", "C", "C", "C", "N", "C", "C", "N", "C", "C", "C", "C", "C", "C", "C", "O", "H", "H", "H", "H", "H", "H", "H", "H", "H", "H", "H", "H", "H", "H", "O", "H", "H", "F", "C", "F", "F", "C", "O", "O", "O", "C", "O", "C", "C", "C", "C", "C", "C", "N", "O", "O", "H", "H", "H", "H"], "xyz": [[-0.06501, 0.52309, 0.74725], [1.82645, 0.11175, -0.00547], [2.19124, -0.75725, -0.88943], [2.93765, -0.38294, -2.03063], [3.28493, -1.31564, -2.98337], [2.94297, -2.66516, -2.84464], [2.24740, -3.05739, -1.71833], [1.84999, -2.12941, -0.75210], [1.11825, -2.58829, 0.41170], [0.43474, -1.85383, 1.19754], [-0.18798, -2.50512, 2.34003], [-0.27101, -1.47318, 3.44916], [-0.98707, -0.34010, 2.89854], [-1.90212, 0.19889, 3.59795], [-2.73347, 1.30778, 3.16500], [-3.55816, 1.93886, 4.09919], [-4.38301, 2.98639, 3.74191], [-4.39336, 3.39764, 2.40555], [-3.60990, 2.77885, 1.45551], [-2.75042, 1.70785, 1.80121], [-2.03001, 1.12276, 0.90700], [3.19151, 0.66399, -2.13710], [3.83318, -0.99232, -3.86181], [3.22052, -3.38587, -3.60256], [1.97810, -4.10048, -1.58324], [1.18963, -3.66587, 0.61155], [0.36962, -3.39406, 2.65424], [-1.20326, -2.80889, 2.06363], [0.73702, -1.14358, 3.71121], [-0.76286, -1.87563, 4.34341], [-2.11203, -0.18358, 4.60645], [-3.53062, 1.59245, 5.12787], [-5.00836, 3.47571, 4.47642], [-5.03211, 4.22050, 2.10390], [-3.62827, 3.09122, 0.41883], [-0.07318, 3.12990, 0.78097], [0.69464, 3.35679, 1.34827], [-0.84949, 3.40399, 1.27993], [2.53050, 0.32673, 4.48336], [2.85288, 1.54886, 4.03022], [4.14101, 1.50328, 3.64892], [2.77794, 2.38674, 5.08076], [1.94652, 2.03459, 2.86323], [2.17362, 3.17937, 2.47518], [1.14057, 1.17872, 2.42744], [-0.22351, 1.31609, -1.32009], [-0.54583, 0.19162, -1.77108], [-0.87608, -0.74698, -0.99948], [-0.39753, -0.06173, -3.24191], [-0.13332, 0.98641, -4.11212], [0.12501, 0.73725, -5.45266], [0.14640, -0.56458, -5.92780], [-0.11749, -1.59030, -5.03509], [-0.39768, -1.37220, -3.70107], [-0.07012, -2.97973, -5.53112], [0.25881, -3.15663, -6.69142], [-0.31551, -3.87327, -4.74788], [-0.11093, 1.99046, -3.70934], [0.32989, 1.55775, -6.12788], [0.36775, -0.79509, -6.95848], [-0.57905, -2.18717, -3.01720]], "mulliken_charge": [0.383, -0.701, 0.433, -0.478, -0.431, -0.751, -0.690, 0.603, -0.372, 0.559, -0.905, -0.718, 0.503, -0.334, 0.659, -0.663, -0.741, -0.419, -0.193, -0.270, -0.211, 0.424, 0.401, 0.442, 0.365, 0.248, 0.460, 0.248, 0.019, 0.517, 0.158, 0.341, 0.385, 0.376, 0.453, -0.410, 0.381, 0.249, -0.237, 0.742, -0.287, -0.290, 0.361, -0.795, -0.506, -0.695, 0.930, -0.748, 0.156, -0.396, -0.621, -0.551, -0.121, -0.159, 1.090, -0.661, -0.612, 0.522, 0.395, 0.512, 0.651]}

3.
{"formula": "C25H20F5IrN3O4S", "method": "ωB97M-V with the def2-TZVPD basis set", "homo_energy_ev": [-13.842, -13.840], "spin_multiplicity": 2, "lumo_energy_ha": [-0.2644, -0.3260], "homo_lumo_gap_ev": [6.6, 5.0], "charge": 2, "energy_ha": -2431.098114, "elements": ["Ir", "O", "S", "O", "N", "C", "C", "C", "C", "C", "C", "C", "C", "N", "C", "C", "C", "C", "C", "C", "C", "H", "H", "H", "H", "H", "H", "H", "H", "H", "H", "H", "F", "C", "C", "F", "C", "F", "C", "O", "C", "F", "C", "F", "C", "N", "C", "C", "C", "O", "H", "H", "H", "H", "H", "H", "H", "H", "H"], "xyz": [[-0.47606, -0.42407, -0.43697], [3.19263, -0.11533, -1.47841], [2.06038, -0.96990, -1.62243], [0.87292, -0.47172, -2.36036], [1.29219, -1.21126, -0.19416], [1.79005, -1.06206, 1.10112], [3.08553, -1.06766, 1.54852], [3.33900, -0.99672, 2.93650], [2.31855, -0.92895, 3.84760], [0.97505, -0.87176, 3.40206], [-0.14715, -0.77461, 4.25232], [-1.40791, -0.71008, 3.71697], [-1.56392, -0.68940, 2.32815], [-0.53236, -0.77818, 1.50261], [0.73807, -0.90548, 2.02395], [2.50703, -2.50614, -2.27858], [2.04944, -2.84791, -3.54668], [2.49155, -4.03760, -4.10499], [3.35948, -4.85660, -3.40005], [3.79701, -4.50475, -2.12651], [3.37895, -3.31900, -1.55544], [3.90352, -1.11348, 0.84267], [4.36382, -1.00532, 3.28095], [2.52428, -0.91256, 4.90982], [-0.00189, -0.75268, 5.32574], [-2.28514, -0.66098, 4.34565], [-2.54250, -0.60620, 1.87842], [1.37547, -2.19465, -4.08249], [2.15664, -4.32228, -5.09299], [3.70333, -5.78048, -3.84530], [4.46861, -5.15553, -1.58367], [3.72784, -3.03321, -0.57112], [-7.26702, 2.00808, -0.41490], [-6.13483, 1.38502, -0.44471], [-6.09814, 0.02208, -0.78069], [-7.21807, -0.60028, -1.05675], [-4.89496, -0.62070, -0.81335], [-4.81905, -1.88521, -1.12535], [-3.65491, 0.07041, -0.51871], [-2.58001, -0.58144, -0.56851], [-3.75036, 1.46425, -0.17361], [-2.64026, 2.12047, 0.11721], [-4.94939, 2.09982, -0.13350], [-5.04024, 3.36805, 0.18597], [0.82438, 3.34245, 1.62688], [0.41678, 3.43726, 0.21711], [0.17187, 4.79895, -0.29020], [0.26314, 2.37890, -0.53110], [-0.10491, 2.51451, -1.97362], [0.48307, 1.22146, 0.00363], [1.71904, 3.94420, 1.77537], [1.03398, 2.31140, 1.88374], [0.02646, 3.72843, 2.25984], [0.06515, 5.45573, 0.56767], [-0.74404, 4.83596, -0.87336], [1.00596, 5.15003, -0.89639], [0.28788, 3.42826, -2.40981], [-1.19420, 2.53011, -2.07716], [0.27826, 1.65832, -2.51861]], "mulliken_charge": [1.418, -0.630, 1.442, -0.892, -0.283, 0.169, -0.503, -1.116, -0.973, 1.148, -0.535, -0.909, 0.187, -0.253, 0.387, 0.554, -0.227, -0.708, -0.493, -0.720, -0.347, 0.537, 0.440, 0.465, 0.491, 0.440, 0.369, 0.438, 0.421, 0.410, 0.433, 0.207, -0.211, 0.580, 0.393, -0.224, 0.224, -0.245, 0.493, -0.531, 0.108, -0.127, 0.004, -0.244, -0.959, 0.188, -1.087, 0.961, -1.367, -0.486, 0.408, 0.204, 0.391, 0.381, 0.421, 0.339, 0.499, 0.335, 0.184]}

4.
{"formula": "C25H20N3O2S4Sc", "method": "ωB97M-V with the def2-TZVPD basis set", "homo_energy_ev": -6.480, "lumo_energy_ha": -0.0082, "homo_lumo_gap_ev": 6.3, "charge": 0, "energy_ha": -3632.955377, "elements": ["Sc", "S", "C", "C", "C", "C", "C", "C", "S", "C", "C", "C", "C", "C", "C", "C", "S", "C", "C", "C", "C", "C", "C", "S", "N", "H", "H", "H", "H", "H", "H", "H", "H", "H", "H", "H", "H", "H", "H", "H", "O", "N", "N", "O", "C", "C", "C", "C", "C", "C", "H", "H", "H", "H", "H"], "xyz": [[0.16181, -0.47234, -0.54456], [-0.43109, -1.83924, 1.79374], [-0.08699, -3.48864, 1.43644], [-0.66619, -4.48074, 2.24354], [-0.53619, -5.81594, 1.94514], [0.22651, -6.22174, 0.85634], [0.85471, -5.26904, 0.07944], [0.71441, -3.91644, 0.36814], [1.48331, -2.78184, -0.79606], [3.01561, -2.18864, 0.03024], [2.93661, -1.03264, 0.99174], [4.05791, -0.77164, 1.77644], [4.03891, 0.31246, 2.63474], [2.88411, 1.07036, 2.72874], [1.79111, 0.72546, 1.94594], [0.46931, 1.39206, 2.15474], [-0.38819, 1.89966, 0.59044], [-2.10739, 1.58596, 1.01934], [-2.64799, 2.49476, 1.92314], [-3.93319, 2.35096, 2.39884], [-4.71309, 1.30346, 1.92054], [-4.20739, 0.43896, 0.98164], [-2.88449, 0.53126, 0.51034], [-2.40609, -0.67024, -0.63966], [1.83421, -0.29014, 1.07254], [-1.24109, -4.15224, 3.09424], [-1.04889, -6.54984, 2.54934], [0.32981, -7.26914, 0.61784], [1.44671, -5.55934, -0.77596], [3.63301, -1.88134, -0.81966], [3.47461, -3.05174, 0.51584], [4.93451, -1.39784, 1.68994], [4.90391, 0.55286, 3.23564], [2.82371, 1.90296, 3.41164], [0.57611, 2.27896, 2.77744], [-0.19459, 0.66996, 2.63944], [-2.02889, 3.31576, 2.24994], [-4.32829, 3.04186, 3.12824], [-5.71959, 1.16506, 2.29054], [-4.81419, -0.36054, 0.58374], [1.93151, 0.30176, -1.46026], [1.71731, 1.23576, -2.32866], [0.50791, 1.28386, -2.70276], [-0.36259, 0.42256, -2.23746], [0.02781, 2.33736, -3.50386], [0.87861, 3.04296, -4.34436], [0.37141, 4.09826, -5.08166], [-0.96519, 4.45366, -4.97386], [-1.80379, 3.74776, -4.12666], [-1.31389, 2.68306, -3.39526], [1.91621, 2.75756, -4.41216], [1.02741, 4.64906, -5.74036], [-1.35589, 5.27766, -5.55476], [-2.84249, 4.02306, -4.02096], [-1.94139, 2.11436, -2.72716]], "mulliken_charge": [0.281, -0.360, 0.802, -0.798, -0.511, -0.639, -0.546, 0.100, -0.172, -1.238, 0.768, -0.951, -0.540, -1.079, 0.780, -1.028, -0.112, 0.128, -0.537, -0.671, -0.561, -0.855, 1.102, -0.323, 0.680, 0.450, 0.370, 0.375, 0.420, 0.414, 0.676, 0.510, 0.410, 0.459, 0.485, 0.400, 0.419, 0.384, 0.369, 0.449, -0.390, -0.546, 1.026, -0.517, 0.088, -0.396, -0.517, -0.406, -0.726, -0.060, 0.479, 0.371, 0.386, 0.392, 0.507]}

no.,molar mass (g mol⁻¹)
1,538.35
2,608.40
3,745.73
4,567.68